# 1
Formula: C28H46Cl2NOPZr
Source: OMol25
Level of theory: ωB97M-V/def2-TZVPD

Structure (XYZ):
```
80
Properties=species:S:1:pos:R:3:forces:R:3:mulliken_charge:R:1
P 0.0215 -0.7484 -1.2686 0.0 0.3 -0.2 0.845
C 1.6047 -0.1150 -2.0852 -0.3 -0.4 0.3 0.003
C 1.8956 -0.4782 -3.5480 0.1 0.2 0.0 -0.251
C 3.3179 -0.0368 -3.9248 0.0 0.0 0.0 -0.991
C 3.5611 1.4525 -3.6580 -0.1 0.0 0.0 -0.664
C 3.2072 1.8374 -2.2185 -0.1 -0.1 0.0 -0.865
C 1.7850 1.3929 -1.8428 0.2 -0.1 -0.1 -0.295
C -1.4122 0.1448 -2.1079 0.4 -0.3 0.3 0.372
C -1.3572 0.3212 -3.6251 -0.2 0.1 -0.1 -0.563
C -2.6902 0.9006 -4.1247 0.1 0.0 0.0 -0.936
C -3.0496 2.2162 -3.4247 0.1 0.0 0.0 -0.678
C -3.0156 2.0840 -1.8986 0.1 -0.1 0.0 -0.928
C -1.6887 1.4874 -1.4079 -0.2 -0.1 0.0 -0.525
C -0.1188 -2.4358 -2.0411 0.0 0.2 -0.4 0.063
C 1.0801 -3.3099 -1.6214 -0.2 -0.1 0.0 -0.751
C 0.9830 -4.7345 -2.1843 -0.1 0.1 0.0 -0.833
C -0.3455 -5.4067 -1.8257 0.0 0.2 0.0 -0.731
C -1.5397 -4.5422 -2.2392 0.1 0.1 0.0 -0.817
C -1.4536 -3.1136 -1.6792 0.2 -0.1 0.0 -0.734
H 2.3568 -0.6411 -1.4633 -0.1 0.3 -0.2 0.494
H 1.1696 0.0139 -4.2095 0.2 -0.1 0.1 0.050
H 1.7975 -1.5583 -3.7209 0.0 0.2 0.1 0.199
H 3.5112 -0.2711 -4.9784 0.0 0.0 0.1 0.381
H 4.0308 -0.6224 -3.3274 0.0 0.0 -0.1 0.379
H 4.6090 1.6993 -3.8623 -0.1 0.0 0.0 0.393
H 2.9533 2.0496 -4.3510 0.0 -0.1 0.1 0.314
H 3.9161 1.3560 -1.5306 -0.1 0.1 -0.1 0.351
H 3.3016 2.9203 -2.0794 0.1 -0.1 0.0 0.395
H 1.5878 1.6383 -0.7892 0.0 -0.1 -0.2 -0.245
H 1.0606 1.9531 -2.4552 0.2 -0.1 0.1 0.196
H -2.2662 -0.5227 -1.8902 0.2 0.3 0.1 0.367
H -3.4830 0.1664 -3.9265 0.1 0.0 -0.1 0.355
H -1.1565 -0.6344 -4.1311 0.0 0.2 0.1 0.225
H -0.5406 1.0087 -3.8922 -0.2 -0.1 0.1 0.205
H -2.6471 1.0463 -5.2105 -0.1 0.0 0.1 0.391
H -4.0436 2.5479 -3.7451 0.1 0.0 0.0 0.395
H -2.3397 2.9946 -3.7343 0.0 -0.1 0.0 0.292
H -3.1818 3.0601 -1.4274 0.0 -0.1 -0.1 0.408
H -3.8355 1.4260 -1.5772 0.1 0.1 0.0 0.363
H -1.7275 1.3371 -0.3215 0.1 0.1 -0.3 -0.088
H -0.8670 2.1888 -1.6144 -0.2 -0.1 0.0 0.163
H -0.0942 -2.2660 -3.1333 0.0 -0.4 0.2 0.230
H 2.0329 -2.8623 -1.9387 -0.3 0.0 0.1 0.287
H 1.1055 -3.3586 -0.5221 0.0 0.0 -0.1 0.299
H 1.0825 -4.6968 -3.2780 0.0 0.0 0.1 0.325
H 1.8216 -5.3288 -1.8051 -0.1 0.0 -0.1 0.383
H -0.3823 -5.5758 -0.7416 0.0 0.0 -0.1 0.323
H -0.4092 -6.3892 -2.3054 0.0 0.1 0.1 0.366
H -2.4745 -5.0046 -1.9046 0.1 0.0 -0.1 0.406
H -1.5787 -4.4892 -3.3359 0.0 0.0 0.1 0.338
H -2.3043 -2.5322 -2.0609 0.2 -0.1 0.1 0.215
H -1.5528 -3.1391 -0.5833 0.0 0.0 -0.1 0.256
Zr -0.1626 0.0229 3.2176 -0.8 2.7 -0.9 1.078
Cl -1.9209 -0.3780 1.6737 -0.4 -0.2 0.2 -0.561
Cl 1.8731 0.0643 2.0345 0.6 0.0 -0.1 -0.469
C -0.4241 1.8579 4.2248 0.3 -2.1 -0.5 -0.809
H -0.7408 1.8493 5.2745 0.0 -0.1 0.0 0.248
C -0.5394 3.1447 3.5972 -0.1 1.2 -0.5 0.645
C -1.2682 4.2055 4.2341 0.5 -0.6 -0.6 -0.601
C -1.3981 5.4429 3.6231 0.3 0.0 -0.4 -0.435
C -0.8120 5.6776 2.3629 0.0 -0.2 0.1 -0.477
C -0.0977 4.6574 1.7119 -0.2 0.0 0.3 -0.649
C 0.0506 3.4093 2.3159 -0.4 0.0 0.8 0.069
H -1.7245 3.9950 5.2070 0.1 0.2 -0.3 0.281
H -1.9560 6.2387 4.1250 0.2 -0.2 -0.2 0.342
H 0.3536 4.8376 0.7306 -0.2 0.0 0.4 0.376
H 0.6426 2.6128 1.8371 -0.3 0.5 0.2 0.151
H -0.9156 6.6549 1.8941 0.0 -0.2 0.1 0.356
C -0.4996 -2.4224 7.0936 -0.2 -0.3 0.2 -0.815
N 0.5886 -1.4550 6.9264 -0.1 0.1 -0.5 0.161
C 1.5338 -1.2112 8.0128 0.4 0.4 0.1 -0.763
C 0.7285 -0.8701 5.7687 -0.8 -0.7 -0.8 0.129
O -0.0246 -1.2380 4.7737 1.0 -0.3 2.5 -0.791
H -0.4034 -2.8466 8.0947 -0.1 0.0 -0.2 0.301
H -0.4276 -3.2209 6.3441 0.0 0.3 0.2 0.318
H -1.4768 -1.9287 7.0036 0.3 -0.1 -0.1 0.305
H 2.5544 -1.4525 7.6813 -0.4 0.0 0.2 0.336
H 1.5072 -0.1574 8.3253 -0.1 -0.4 0.0 0.338
H 1.2555 -1.8556 8.8486 0.2 0.2 -0.1 0.253
H 1.4666 -0.0642 5.6355 -0.1 -0.3 0.1 0.550
```
Positions in Å, forces in eV/Å.

The HOMO-LUMO gap is 5.38 eV. The calculation puts the LUMO energy at -0.0200 hartree. As for the HOMO energy: -5.9249 eV. As for the charge: 0.

---

# 2
Formula: C17H52O9
Source: OMol25
Level of theory: ωB97M-V/def2-TZVPD

Structure (XYZ):
```
78
Properties=species:S:1:pos:R:3:forces:R:3:lowdin_spin:R:1
C 4.3872 1.7392 -1.2072 -0.7 0.3 1.1 0.000
C 2.9258 2.0725 -0.8799 0.4 1.6 0.3 0.000
C 2.6412 3.5763 -1.0299 0.9 0.4 0.3 0.000
O 2.0184 1.4059 -1.7208 -0.4 -0.6 -0.3 0.000
H 4.9952 2.2096 -0.4344 0.2 0.2 -0.1 0.000
H 4.6669 2.1735 -2.1670 0.1 -0.4 -0.1 0.000
H 4.5500 0.6693 -1.0767 0.1 0.0 -0.6 0.000
H 2.6833 1.8295 0.1547 0.0 -0.5 -0.1 0.000
H 1.5816 3.8291 -0.9928 -0.1 -0.2 0.0 0.000
H 3.0820 3.9956 -1.9344 -0.2 -0.2 -0.5 0.000
H 3.1550 4.1657 -0.2705 -0.1 -0.1 0.4 0.000
H 2.1604 1.8104 -2.5798 -0.2 -0.3 -0.5 0.000
C -2.5890 2.7841 0.1236 -1.1 -1.4 0.8 0.141
C -1.6702 3.7851 -0.6040 -0.3 1.3 -1.0 0.116
C -2.1878 4.2823 -1.9484 0.8 0.1 -0.3 0.019
O -1.5219 4.8168 0.3481 -1.4 -0.4 -2.2 0.644
H -3.6326 3.0951 0.1702 0.3 0.6 0.2 0.001
H -2.2243 2.4645 1.0998 0.0 0.4 0.1 0.000
H -2.6107 1.8541 -0.4446 0.5 0.1 -0.6 0.021
H -0.6975 3.3146 -0.7478 0.2 -0.4 0.2 0.026
H -1.5237 5.0899 -2.2563 -0.1 0.3 0.1 0.002
H -3.2170 4.6120 -2.0899 0.0 -0.2 0.6 0.003
H -1.9765 3.5053 -2.6831 -0.2 -0.3 0.1 0.003
H -0.8736 4.5068 0.9847 1.2 0.1 2.2 0.008
C 2.9037 -1.7366 0.8744 1.1 0.0 -1.5 0.000
C 2.9843 -1.0080 2.2064 0.9 -2.1 -0.8 0.000
C 4.1864 -0.1012 2.2779 -0.7 1.2 -0.4 0.000
O 1.7530 -0.3849 2.3357 0.0 2.0 1.0 0.000
H 3.8236 -2.1814 0.4949 0.3 -0.4 0.7 0.000
H 2.7771 -0.9976 0.0833 -0.5 0.5 0.0 0.000
H 2.1161 -2.4703 0.7028 -0.1 0.1 0.6 0.000
H 3.1818 -1.7124 3.0145 -0.5 -0.5 0.2 0.000
H 5.1120 -0.5392 1.9044 -0.2 -0.3 0.3 0.000
H 4.2988 0.2768 3.2941 0.2 0.0 -0.1 0.000
H 3.9691 0.7408 1.6206 0.2 0.4 0.0 0.000
H 1.0693 -1.0397 2.1767 -0.5 -0.4 0.0 0.000
C -0.2175 -4.5629 -0.9308 -0.3 0.4 0.6 0.000
C -1.5378 -4.2328 -1.6672 1.4 -0.9 -1.3 0.000
C -1.3646 -2.9973 -2.5716 0.4 -0.6 1.0 0.000
O -1.8335 -5.3479 -2.5420 -0.4 0.3 0.4 0.000
H 0.0133 -3.7200 -0.2793 0.3 0.2 0.0 0.000
H 0.6410 -4.7746 -1.5683 -0.2 0.4 -0.4 0.000
H -0.2353 -5.4210 -0.2590 -0.6 -0.2 -0.1 0.000
H -2.3492 -4.1019 -0.9512 0.0 0.2 0.1 0.000
H -0.9149 -2.2436 -1.9253 -0.5 0.5 -0.2 0.000
H -2.3079 -2.7062 -3.0338 0.2 0.2 0.2 0.000
H -0.6014 -3.1790 -3.3283 -0.2 -0.3 -0.1 0.000
H -2.5458 -5.8388 -2.1258 0.0 -0.2 -0.2 0.000
C 0.4727 -3.5220 2.6741 -0.3 -1.4 0.7 0.000
O -0.0380 -2.3925 2.0554 0.4 1.3 -0.4 0.000
H 0.4955 -4.3122 1.9237 0.4 -0.4 0.3 0.000
H 1.4328 -3.4012 3.1759 0.2 0.5 -0.6 0.000
H -0.1821 -3.8123 3.4957 -0.2 -0.3 0.0 0.000
H -0.9661 -2.5730 1.8895 -0.5 0.0 0.1 0.000
C -3.7824 -2.7597 1.5510 -0.4 0.9 -0.2 0.000
O -2.6885 -3.0759 2.4105 -0.2 -0.1 -0.6 0.000
H -4.6583 -2.4354 2.1129 0.0 -0.2 0.2 0.000
H -3.4955 -1.8994 0.9464 0.3 0.1 0.1 0.000
H -4.1048 -3.4910 0.8098 0.3 -0.6 0.3 0.000
H -2.8978 -3.8363 2.9578 -0.1 -0.1 0.0 0.000
C 0.6347 3.3144 2.4803 1.5 -0.7 -0.1 0.000
O -0.2182 4.4236 2.6354 -0.7 0.0 -0.7 0.000
H 1.5873 3.6267 2.0525 0.3 0.1 0.2 0.000
H 0.8218 2.7822 3.4130 -0.1 0.0 0.0 0.000
H 0.2930 2.5909 1.7401 -0.8 0.0 0.1 0.000
H 0.2390 5.0849 3.1600 -0.1 0.2 0.1 0.000
C -0.5837 -0.3027 -0.0422 0.0 -0.4 0.2 0.000
O -0.5535 0.4100 -1.2776 -0.6 0.3 0.8 0.006
H -0.0238 -1.2339 -0.1290 0.0 0.0 0.1 0.000
H -0.1900 0.2435 0.8150 0.3 0.3 -0.2 0.000
H -1.6120 -0.5480 0.2235 -0.2 -0.1 -0.3 0.000
H 0.3335 0.7682 -1.3586 0.6 0.2 -0.4 0.000
C -3.3937 0.6402 -3.1861 -0.2 -0.5 0.8 0.000
O -3.1423 -0.2237 -2.0528 -1.0 0.3 -0.8 0.008
H -3.6182 1.6346 -2.8002 0.3 0.4 -0.3 0.000
H -2.5937 0.6020 -3.9255 0.2 0.3 0.2 0.000
H -4.3000 0.3473 -3.7160 0.0 -0.5 0.3 0.000
H -2.3119 0.0429 -1.6514 0.4 0.0 -0.5 0.000
```
Positions in Å, forces in eV/Å.

The HOMO-LUMO gap (spin up / spin down) is 9.29 / 3.02 eV. The multiplicity is 2. The calculation puts the LUMO energy (spin up / spin down) at -0.0866 / -0.3171 hartree. As for the HOMO energy (spin up / spin down): -11.6496 / -11.6485 eV. As for the charge: +1. The calculation puts the energy above the lowest of the compared OMol25 structures with the same formula, charge and spin at 0.0 kJ/mol.

---

# 3
Formula: CH3N2O3S
Source: OMol25
Level of theory: ωB97M-V/def2-TZVPD

Structure (XYZ):
```
10
Properties=species:S:1:pos:R:3:forces:R:3:nbo_charge:R:1
C -2.9987 -0.0322 0.4984 -1.8 -0.3 -0.3 0.760
N 0.5875 0.1014 -0.3515 0.8 -0.5 -1.9 -1.065
N -1.8895 -0.1699 0.2206 3.9 -0.2 0.0 -0.788
O 2.3463 -0.9326 1.1924 0.7 -0.9 0.3 -1.013
O -4.1689 -0.0003 0.6261 -1.9 0.4 0.7 -0.662
O 3.0919 0.3650 -0.8213 0.3 -0.3 0.2 -1.033
S 2.3396 0.3078 0.4446 -1.1 0.6 -0.5 1.614
H 0.6002 1.0345 -0.8018 -0.5 -0.7 0.0 0.358
H -0.6566 -0.0760 0.1966 -0.1 0.1 -0.8 0.453
H 0.7481 -0.5978 -1.2039 -0.3 1.8 2.3 0.375
```
Positions in Å, forces in eV/Å.

The HOMO-LUMO gap is 8.51 eV. The calculation puts the LUMO energy at 0.1360 hartree. As for the HOMO energy: -4.8082 eV. As for the charge: -1. The calculation puts the energy above the lowest of the compared OMol25 structures with the same formula, charge and spin at 9.7 kJ/mol.

---

# 4
Formula: C44H80BrN7O4PS
Source: OMol25
Level of theory: ωB97M-V/def2-TZVPD

Structure (XYZ):
```
138
Properties=species:S:1:pos:R:3:forces:R:3:mulliken_charge:R:1
C -4.6065 -6.8642 0.5491 0.4 0.8 -0.3 -1.236
C -4.4391 -5.3179 0.3103 -0.1 1.6 0.1 0.683
C -5.6210 -4.4549 0.4150 2.1 1.3 -0.4 -0.797
C -5.4816 -3.0134 0.2356 1.3 -1.2 -0.1 -0.464
C -4.1861 -2.3917 -0.0569 -0.3 -1.4 0.4 0.276
C -4.1831 -0.8106 -0.1753 0.5 -0.9 0.0 -0.371
C -2.7321 -0.2229 -0.0634 0.1 0.6 -0.7 -0.225
C -2.0812 0.4252 -1.2385 1.8 0.9 3.1 0.356
P -3.0281 0.5875 -2.8497 -1.0 -0.6 -1.5 0.328
N -4.4629 1.5133 -2.3797 1.8 0.0 0.3 -0.603
O -2.2428 1.5721 -3.9589 -0.4 0.0 1.8 -0.472
C -0.7086 0.8991 -1.0452 0.8 -0.9 1.8 0.591
C 0.1277 1.5701 -2.2377 -0.2 2.1 0.2 0.107
O -0.0081 2.7827 -2.4534 0.1 -3.3 0.6 -0.528
O 0.9744 0.7469 -2.9172 -2.3 0.8 0.9 -0.340
C 0.9446 0.9624 -4.3611 1.1 -0.9 -1.9 -0.526
C 0.6552 -0.4279 -5.0971 0.4 0.6 -0.4 -0.415
C -0.4486 -0.3103 -6.2230 -0.9 -0.5 0.2 -0.524
C -1.2112 -1.6831 -6.4978 0.5 0.6 -0.5 -0.770
C -0.2368 -2.9184 -6.7112 -0.9 -0.2 -0.4 -0.338
C -0.5541 -3.6238 -8.1076 -0.3 -0.1 0.8 -0.680
C -0.4275 -5.1990 -8.0191 -0.1 0.8 -0.2 -0.697
S -1.5080 -6.0076 -9.2947 -0.8 0.0 0.8 -0.115
C -3.1700 -6.1087 -8.5885 -2.3 -1.6 0.0 0.383
N -4.1095 -6.9854 -9.0129 2.8 1.1 -0.2 -0.321
N -5.2716 -6.8279 -8.3068 2.0 3.1 2.0 -0.362
C -4.9746 -5.8381 -7.4475 -1.6 -1.6 -0.9 0.005
O -3.7022 -5.3460 -7.5496 -0.3 -0.8 -0.8 -0.140
C -0.0073 0.7531 0.3268 -3.4 -1.1 -1.5 -0.749
C -0.7811 0.1159 1.3603 1.0 1.2 -1.9 -0.149
N -2.0915 -0.3369 1.1678 1.4 0.3 -1.4 0.535
C -2.7345 -0.9407 2.3666 -0.6 0.3 2.0 -0.624
C -3.8613 0.0533 2.9350 0.4 -0.3 -0.1 -0.854
C -5.2472 -0.6552 3.1850 0.6 0.2 -1.4 -0.087
Br -6.6538 0.6970 2.7401 0.4 -0.8 0.5 -0.137
C -2.9975 -3.2297 -0.1960 -2.1 -1.2 0.4 -0.103
C -3.1468 -4.6913 -0.0154 -1.6 0.9 0.4 -0.843
H -4.8291 -7.3151 -0.4563 0.1 0.2 1.1 0.284
H -5.4465 -7.0766 1.2695 0.9 0.3 -0.9 0.336
H -3.6595 -7.3235 0.9540 -1.0 0.5 -0.5 0.337
H -6.6325 -4.8537 0.6530 1.0 0.2 -0.2 0.340
H -6.3997 -2.3801 0.3276 1.0 -0.5 -0.1 0.374
H -4.6675 -0.5803 -1.1572 0.7 0.1 0.8 0.764
H -4.8678 -0.3792 0.6137 0.9 -0.4 -0.8 -0.133
H -4.3120 1.9966 -1.4881 -0.3 0.1 -0.4 0.239
H -4.6162 2.2083 -3.1177 -0.3 -0.3 0.3 0.323
H -2.1897 2.5093 -3.6801 0.2 -0.3 -0.1 0.345
H 1.9893 1.2737 -4.6497 -1.2 0.0 0.4 0.402
H 0.1928 1.7139 -4.7030 0.7 -0.5 0.8 0.333
H 1.6120 -0.7055 -5.6284 -0.9 0.0 0.8 0.302
H 0.4224 -1.2233 -4.3309 0.1 0.8 -0.8 0.332
H -1.2438 0.4355 -5.9434 0.9 -0.6 -0.1 0.243
H -0.0237 0.0537 -7.2052 -0.2 -0.4 1.1 0.292
H -1.8127 -1.5013 -7.4380 0.6 -0.3 1.0 0.398
H -1.9627 -1.9290 -5.7014 0.8 0.4 -0.5 0.207
H 0.8445 -2.6227 -6.6425 -1.0 -0.3 -0.1 0.266
H -0.4660 -3.6553 -5.8881 0.5 0.7 -0.8 0.272
H 0.1006 -3.2032 -8.9136 -0.5 -0.5 0.6 0.272
H -1.6187 -3.3891 -8.3995 1.1 -0.2 0.4 0.403
H 0.6196 -5.4908 -8.2940 -1.0 -0.1 0.3 0.418
H -0.6771 -5.5892 -7.0009 0.2 0.3 -0.9 0.383
H -5.7374 -5.4512 -6.7332 1.3 -0.1 -0.5 0.371
H 1.0355 1.0915 0.5219 -1.1 -0.3 -0.3 0.380
H -0.3126 -0.0085 2.3643 -0.8 0.0 -0.9 0.404
H -3.1004 -1.9860 2.2137 0.3 1.0 -0.4 0.206
H -1.9674 -1.0005 3.1915 -0.5 0.0 -1.3 0.301
H -3.4919 0.5040 3.8906 -0.3 -0.3 -0.8 0.414
H -3.9174 0.8910 2.1805 -0.4 -0.9 0.9 0.466
H -5.3804 -1.0776 4.2083 0.0 0.6 -0.9 0.195
H -5.3705 -1.4473 2.3920 -0.1 0.7 1.1 0.048
H -1.9956 -2.7813 -0.4318 -1.1 -0.6 0.3 0.368
H -2.2698 -5.3768 -0.0892 -0.7 0.9 0.0 0.332
C -2.6398 -2.5584 6.2778 0.0 0.0 -0.2 -1.234
C -3.1078 -3.0747 7.6300 -0.1 0.0 0.0 -0.480
N -3.9619 -2.1399 8.3457 0.0 0.2 0.2 0.084
C -4.1726 -2.5048 9.7429 0.2 0.0 0.2 -0.694
C -4.9216 -3.8061 10.0333 -0.1 0.0 0.1 -0.961
C -5.1466 -1.6829 7.6327 0.1 0.1 -0.2 -0.601
C -6.1427 -2.7390 7.1485 -0.2 0.0 -0.1 -1.053
H -2.1462 -1.5876 6.3736 -0.1 0.0 0.1 0.332
H -1.9221 -3.2575 5.8418 0.0 0.0 0.0 0.505
H -3.4689 -2.4614 5.5701 0.0 0.0 0.0 0.115
H -2.2116 -3.2586 8.2313 -0.2 0.0 0.1 0.480
H -3.5936 -4.0495 7.4897 0.1 -0.1 -0.1 0.257
H -4.6826 -1.6827 10.2546 0.0 0.0 -0.2 0.359
H -3.1907 -2.5658 10.2244 0.0 0.0 -0.2 0.420
H -5.9910 -3.7085 9.8465 0.0 -0.1 -0.1 0.224
H -4.8083 -4.0650 11.0891 0.0 0.0 -0.1 0.392
H -4.5395 -4.6466 9.4514 0.0 0.0 0.0 0.275
H -4.8172 -1.1039 6.7617 0.1 0.0 0.0 0.235
H -5.6781 -0.9527 8.2504 0.2 -0.1 0.1 0.356
H -5.6528 -3.5944 6.6788 0.0 0.0 0.0 0.216
H -6.8099 -2.2986 6.4013 0.0 0.0 0.0 0.428
H -6.7737 -3.1019 7.9584 0.1 -0.1 -0.1 0.340
C 2.8410 3.4296 -0.1249 0.1 0.1 0.0 -1.063
C 2.2683 4.4590 0.8420 0.1 -0.1 0.0 -0.469
N 3.0151 4.5862 2.0840 -0.1 -0.2 0.4 0.118
C 2.3049 5.3477 3.1059 -0.2 -0.1 0.1 -0.663
C 2.0234 6.8247 2.8265 0.0 0.2 0.1 -0.964
C 4.4346 4.8920 1.9552 0.2 -0.2 -0.3 -0.644
C 4.8233 6.1681 1.2056 0.2 0.1 0.0 -0.769
H 2.9463 2.4500 0.3514 0.1 0.1 0.1 0.240
H 2.1663 3.3177 -0.9770 0.1 0.1 0.0 0.068
H 3.8186 3.7321 -0.5063 0.0 -0.1 0.0 0.390
H 1.2481 4.1367 1.0823 0.0 0.2 0.2 0.512
H 2.1768 5.4213 0.3219 -0.1 0.0 -0.1 0.223
H 2.8454 5.2652 4.0540 0.1 0.0 -0.1 0.364
H 1.3452 4.8500 3.2881 0.0 -0.1 -0.1 0.384
H 2.9211 7.4340 2.9266 0.0 0.0 -0.1 0.225
H 1.3020 7.2037 3.5553 0.0 0.0 0.0 0.397
H 1.5977 6.9883 1.8350 0.0 0.0 0.0 0.276
H 4.9229 4.0458 1.4600 -0.1 0.0 0.0 0.297
H 4.8892 4.9141 2.9504 -0.3 0.0 0.0 0.334
H 4.2618 6.2988 0.2786 0.0 0.0 0.0 0.234
H 5.8825 6.1274 0.9380 0.0 0.0 0.0 0.148
H 4.6881 7.0556 1.8225 -0.1 0.0 -0.1 0.332
C 11.2318 4.1645 -2.8786 0.0 0.1 0.1 -1.444
C 9.8740 3.5401 -2.5896 0.1 0.0 0.0 -0.292
N 9.7072 3.1161 -1.2069 -0.1 -0.3 0.1 0.168
C 8.5391 2.2711 -1.0000 0.1 -0.2 -0.1 -1.021
C 7.1596 2.8898 -1.2430 -0.2 -0.1 0.1 -0.474
C 9.9237 4.1386 -0.1944 0.3 0.2 0.0 -0.780
C 9.0620 5.3992 -0.2633 -0.1 0.2 0.2 -0.476
H 12.0444 3.4965 -2.5856 -0.1 0.0 0.1 0.329
H 11.3286 4.3608 -3.9485 0.0 0.0 0.0 0.431
H 11.3607 5.1184 -2.3619 0.0 -0.1 0.0 0.298
H 9.7810 2.6610 -3.2363 -0.2 -0.1 0.2 0.426
H 9.0869 4.2405 -2.9008 0.0 0.1 -0.1 0.233
H 8.5675 1.8617 0.0151 0.1 0.2 0.0 0.364
H 8.6374 1.3982 -1.6548 0.1 0.1 -0.1 0.410
H 6.8727 3.5678 -0.4382 0.0 0.1 -0.1 -0.108
H 6.4038 2.0992 -1.2746 0.0 0.0 0.0 0.432
H 7.1046 3.4275 -2.1912 0.0 0.0 0.0 0.313
H 10.9740 4.4434 -0.2362 0.0 0.0 -0.1 0.337
H 9.8177 3.6909 0.7989 -0.1 -0.2 -0.2 0.351
H 8.9768 5.7964 -1.2764 0.0 -0.1 0.0 0.252
H 9.5096 6.1831 0.3534 0.0 0.0 0.0 0.429
H 8.0596 5.2243 0.1277 0.0 0.0 -0.1 -0.157
```
Positions in Å, forces in eV/Å.

The HOMO-LUMO gap is 5.06 eV. The calculation puts the LUMO energy at -0.1584 hartree. As for the HOMO energy: -9.3689 eV. As for the charge: +1.